<P>
Here is a 2-piece molecular cluster, C4H12S2 overall from OMol25. Energies are from the ωB97M-V functional and the def2-TZVPD basis.

Values from the calculation:
SMILES: CSC.CSC
molar mass: 124.27 Da
Kohn-Sham gap: 9.154 eV

```
! wB97M-V def2-TZVPD RIJCOSX def2/J DEFGRID3
* xyz 0 1
C 2.130 -0.158 1.244
S 1.986 0.128 -0.531
C 1.757 1.902 -0.537
H 3.157 -0.224 1.612
H 1.791 0.745 1.753
H 1.550 -1.003 1.604
H 0.777 2.333 -0.353
H 2.095 2.163 -1.547
H 2.484 2.399 0.103
C -2.073 0.406 1.170
S -2.149 -0.271 -0.485
C -1.509 -1.948 -0.197
H -2.928 0.181 1.814
H -1.186 0.091 1.709
H -2.092 1.488 1.039
H -0.789 -2.247 -0.950
H -2.326 -2.660 -0.122
H -1.015 -1.941 0.773
*
```



<Q>
Here is a 2-piece molecular cluster, C4H12S2 overall from OMol25. Energies are from the ωB97M-V functional and the def2-TZVPD basis.

Values from the calculation:
SMILES: CSC.CSC
molar mass: 124.27 Da
Kohn-Sham gap: 9.367 eV

```
! wB97M-V def2-TZVPD RIJCOSX def2/J DEFGRID3
* xyz 0 1
C 2.075 0.124 -1.659
S 3.032 0.713 -0.250
C 1.849 1.892 0.473
H 2.760 -0.189 -2.452
H 1.442 -0.750 -1.506
H 1.531 0.975 -2.067
H 1.824 1.669 1.527
H 0.885 1.872 -0.012
H 2.292 2.886 0.391
C -1.183 -0.613 1.605
S -2.537 0.119 0.635
C -2.777 -1.390 -0.360
H -0.393 -0.858 0.899
H -0.776 0.146 2.252
H -1.555 -1.495 2.108
H -3.718 -1.350 -0.900
H -2.822 -2.193 0.331
H -1.931 -1.558 -1.014
*
```



Relative energy table, unit kcal/mol: <P> 1.2; <Q> 0.0



<P>
Here is an isolated ion of composition C5H10NO2 and charge -1 from OMol25. Energies are from the ωB97M-V functional and the def2-TZVPD basis.

Values from the calculation:
SMILES: CCN[C@H](C)C(=O)[O-]
molar mass: 116.14 Da
Kohn-Sham gap: 7.689 eV

```
! wB97M-V def2-TZVPD RIJCOSX def2/J DEFGRID3
* xyz -1 1
C 2.024 -0.793 -1.398
C 1.028 -1.626 -0.621
N -0.345 -1.147 -0.551
C -0.671 -0.286 0.558
C -2.170 -0.072 0.618
C -0.056 1.148 0.538
O 0.106 1.660 1.661
O 0.054 1.668 -0.601
H 2.169 0.183 -0.930
H 1.653 -0.576 -2.401
H 3.011 -1.292 -1.429
H 1.010 -2.650 -1.032
H 1.357 -1.794 0.396
H -0.584 -0.660 -1.424
H -0.344 -0.743 1.486
H -2.396 0.639 1.406
H -2.504 0.391 -0.298
H -2.737 -0.993 0.790
*
```



<Q>
Here is an isolated ion of composition C5H10NO2 and charge -1 from OMol25. Energies are from the ωB97M-V functional and the def2-TZVPD basis.

Values from the calculation:
SMILES: CN[C@H](C[O-])CC=O
molar mass: 116.14 Da
Kohn-Sham gap: 6.664 eV

```
! wB97M-V def2-TZVPD RIJCOSX def2/J DEFGRID3
* xyz -1 1
C 1.060 0.878 -2.326
N -0.135 0.238 -1.783
C 0.027 -0.452 -0.516
C -1.353 -1.109 -0.193
O -2.285 -0.193 0.121
C 0.373 0.524 0.621
C 0.720 -0.164 1.903
O 1.557 0.229 2.690
H 1.916 0.695 -1.675
H 1.010 1.978 -2.393
H 1.274 0.475 -3.315
H -0.921 0.866 -1.665
H 0.783 -1.250 -0.578
H -1.164 -1.853 0.635
H -1.550 -1.716 -1.111
H 1.206 1.204 0.403
H -0.537 1.115 0.772
H 0.176 -1.092 2.135
*
```



Relative energy table, unit kcal/mol: <P> 0.0; <Q> 53.2



<P>
Here is one molecule with the formula C3H8S2 from OMol25. Energies are from the ωB97M-V functional and the def2-TZVPD basis.

Values from the calculation:
SMILES: CCSSC
molar mass: 108.23 Da
Kohn-Sham gap: 9.507 eV

```
! wB97M-V def2-TZVPD RIJCOSX def2/J DEFGRID3
* xyz 0 1
C 0.772 0.199 -1.774
C -0.640 -0.102 -1.294
S -1.139 1.093 -0.001
S -1.554 0.165 1.713
C 0.069 -0.225 2.421
H 0.964 1.268 -1.720
H 0.957 -0.043 -2.827
H 1.558 -0.289 -1.185
H -1.390 0.022 -2.081
H -0.763 -1.151 -1.023
H 0.491 0.688 2.827
H -0.044 -0.925 3.253
H 0.719 -0.698 1.691
*
```



<Q>
Here is a 2-piece molecular cluster, C3H8S2 overall from OMol25. Energies are from the ωB97M-V functional and the def2-TZVPD basis.

Values from the calculation:
SMILES: C=C.CSS
molar mass: 108.23 Da
Kohn-Sham gap: 9.111 eV

```
! wB97M-V def2-TZVPD RIJCOSX def2/J DEFGRID3
* xyz 0 1
C 0.906 3.108 0.115
C 2.060 2.912 0.841
H 0.059 3.614 0.598
H 0.730 2.401 -0.766
H 1.983 2.787 1.930
H 3.043 2.486 0.423
C 0.336 -0.542 1.425
S -0.474 -0.300 -0.374
S -1.174 -2.202 -0.862
H 1.044 0.178 1.860
H 0.763 -1.552 1.312
H -0.482 -0.598 2.161
H -0.583 -2.163 -2.039
*
```



<R>
Here is a 2-piece molecular cluster, C3H8S2 overall from OMol25. Energies are from the ωB97M-V functional and the def2-TZVPD basis.

Values from the calculation:
SMILES: C=C.CSS
molar mass: 108.23 Da
Kohn-Sham gap: 8.998 eV

```
! wB97M-V def2-TZVPD RIJCOSX def2/J DEFGRID3
* xyz 0 1
C 0.034 0.527 2.720
C 1.416 0.659 2.790
H -0.620 0.448 3.640
H -0.346 0.162 1.762
H 2.176 0.678 3.592
H 1.963 0.557 1.761
C -1.002 -0.649 -1.510
S 0.704 -0.545 -2.226
S 0.225 0.479 -3.996
H -0.718 -1.441 -0.779
H -1.181 0.353 -1.224
H -1.714 -1.021 -2.207
H -0.936 -0.207 -4.323
*
```



Relative energy table, unit kcal/mol: <P> 0.0; <Q> 56.4; <R> 45.7



<P>
Here is one molecule with the formula C2H7N5O from OMol25. Energies are from the ωB97M-V functional and the def2-TZVPD basis.

Values from the calculation:
SMILES: [H]/N=C\N=C(\NN)NO
molar mass: 117.11 Da
Kohn-Sham gap: 9.727 eV

```
! wB97M-V def2-TZVPD RIJCOSX def2/J DEFGRID3
* xyz 0 1
H 1.567 -0.181 -1.999
N 1.056 0.566 -2.408
C 0.209 1.301 -1.882
N -0.148 1.532 -0.432
C -0.143 0.485 0.383
N -0.303 0.530 1.899
N 0.125 -0.763 2.527
N -0.335 -0.861 -0.032
O -0.940 -1.133 -1.271
H -0.257 2.271 -2.403
H 0.578 1.194 2.135
H -0.683 -1.136 2.996
H 0.568 -1.427 1.603
H -1.279 -0.951 0.716
H -0.015 -1.426 -1.831
*
```



<Q>
Here is one molecule with the formula C2H7N5O from OMol25. Energies are from the ωB97M-V functional and the def2-TZVPD basis.

Values from the calculation:
SMILES: [H]/N=C\N(O)/C(=N/[H])NN
molar mass: 117.11 Da
Kohn-Sham gap: 10.237 eV

```
! wB97M-V def2-TZVPD RIJCOSX def2/J DEFGRID3
* xyz 0 1
H 0.092 2.324 1.529
N -0.269 1.699 2.197
C -0.384 0.566 1.700
N -0.129 0.302 0.355
O 0.572 1.356 -0.242
C 0.123 -0.996 -0.159
N 0.176 -1.978 0.627
H 0.175 -2.899 0.175
N 0.257 -0.969 -1.547
N -0.452 -0.096 -2.364
H -0.590 -0.384 2.253
H 1.418 1.060 0.102
H 0.314 -1.874 -1.979
H -0.079 0.832 -2.189
H -1.435 -0.030 -2.079
*
```



<R>
Here is one molecule with the formula C2H7N5O from OMol25. Energies are from the ωB97M-V functional and the def2-TZVPD basis.

Values from the calculation:
SMILES: [H]/N=C/N=C(/NN)NO
molar mass: 117.11 Da
Kohn-Sham gap: 9.343 eV

```
! wB97M-V def2-TZVPD RIJCOSX def2/J DEFGRID3
* xyz 0 1
H -3.140 1.971 0.363
N -2.346 1.305 0.105
C -1.474 1.324 1.141
N -0.234 0.496 0.934
C 0.207 -0.156 -0.020
N 1.417 -0.557 0.105
N 1.970 -0.720 1.392
N -0.286 -0.299 -1.338
O 0.549 -1.084 -2.122
H -1.606 1.829 2.188
H 1.903 -1.438 -0.500
H 2.358 0.339 1.526
H 1.013 -1.134 2.026
H -0.949 0.511 -1.627
H -0.019 -1.990 -2.108
*
```



Relative energy table, unit kcal/mol: <P> 83.5; <Q> 0.0; <R> 73.4



<P>
Here is C3H6N2O2S as an isolated structure from OMol25. Energies are from the ωB97M-V functional and the def2-TZVPD basis.

Values from the calculation:
molar mass: 134.16 Da
Kohn-Sham gap: 8.521 eV

```
! wB97M-V def2-TZVPD RIJCOSX def2/J DEFGRID3
* xyz 0 1
C -0.129 -0.708 -0.168
C 0.461 1.798 -1.041
C -0.461 -2.161 0.191
N -0.210 -0.490 -1.421
N 0.256 -0.025 0.994
O -0.388 2.350 1.837
O 0.139 0.661 -2.054
S 0.728 1.646 1.260
H -0.385 2.504 -0.918
H 1.299 2.316 -1.412
H 0.565 -2.506 0.489
H -0.735 -2.756 -0.716
H -1.048 -2.073 1.122
H -0.091 -0.557 1.837
*
```



<Q>
Here is one molecule with the formula C3H6N2O2S from OMol25. Energies are from the ωB97M-V functional and the def2-TZVPD basis.

Values from the calculation:
SMILES: CS/C(=N\O)NC=O
molar mass: 134.16 Da
Kohn-Sham gap: 9.920 eV

```
! wB97M-V def2-TZVPD RIJCOSX def2/J DEFGRID3
* xyz 0 1
C 1.859 -1.237 0.351
S 0.574 -0.927 -0.758
C -0.249 0.518 -0.119
N 0.334 1.553 0.075
O 1.711 1.579 -0.477
N -1.625 0.650 -0.094
C -2.569 -0.281 -0.122
O -3.808 -0.133 -0.291
H 2.697 -0.672 0.260
H 1.950 -2.358 0.028
H 1.516 -1.527 1.392
H 1.981 2.463 -0.381
H -2.071 1.623 -0.240
H -2.302 -1.251 0.377
*
```



Relative energy table, unit kcal/mol: <P> 46.1; <Q> 0.0



<P>
Here is one molecule with the formula C3H6N2O2S from OMol25. Energies are from the ωB97M-V functional and the def2-TZVPD basis.

Values from the calculation:
SMILES: C[C@@H]1ONC(=O)NS1
molar mass: 134.16 Da
Kohn-Sham gap: 9.148 eV

```
! wB97M-V def2-TZVPD RIJCOSX def2/J DEFGRID3
* xyz 0 1
C 0.206 -0.272 1.731
C 1.168 -0.315 0.574
O 1.184 0.828 -0.267
N -0.102 1.326 -0.597
C -0.960 0.595 -1.388
O -1.843 1.130 -2.114
N -1.005 -0.749 -1.123
S 0.355 -1.783 -0.497
H 0.148 0.929 2.027
H -1.009 -0.784 1.716
H 0.865 -0.949 2.632
H 2.194 -0.653 0.701
H 0.246 2.052 -1.381
H -1.445 -1.354 -2.015
*
```



<Q>
Here is C3H6N2O2S as an isolated structure from OMol25. Energies are from the ωB97M-V functional and the def2-TZVPD basis.

Values from the calculation:
molar mass: 134.16 Da
Kohn-Sham gap: 10.445 eV

```
! wB97M-V def2-TZVPD RIJCOSX def2/J DEFGRID3
* xyz 0 1
C -0.039 -1.663 -0.507
C 0.766 -1.018 0.502
C 0.720 1.581 -0.042
N -1.116 -1.194 -0.959
N -0.046 0.544 0.527
O -2.285 -0.312 1.037
O -1.965 1.224 -0.871
S -1.515 0.147 -0.071
H 0.153 -2.635 -0.717
H 0.609 -1.537 1.489
H 1.718 -1.000 0.150
H 1.135 1.469 -1.059
H 0.201 2.509 -0.099
H 1.664 1.886 0.621
*
```



<R>
Here is C3H6N2O2S as an isolated structure from OMol25. Energies are from the ωB97M-V functional and the def2-TZVPD basis.

Values from the calculation:
molar mass: 134.16 Da
Kohn-Sham gap: 9.190 eV

```
! wB97M-V def2-TZVPD RIJCOSX def2/J DEFGRID3
* xyz 0 1
C -1.114 1.677 0.130
C -1.281 0.193 0.110
C 1.335 -0.036 0.070
H -0.681 1.934 1.078
H -2.116 2.176 0.009
H -0.413 2.012 -0.590
H -1.262 -1.984 -0.152
H 3.164 -0.987 -0.385
H 1.621 -1.984 -0.566
N -0.090 -0.499 0.067
N 2.153 -1.133 0.257
O -0.219 -1.855 0.106
O 1.628 1.122 -0.123
S -2.725 -0.635 -0.011
*
```



Relative energy table, unit kcal/mol: <P> 45.9; <Q> 0.0; <R> 1.2